Entry from the OMol25 dataset: a molecular structure, C25H26Br2N7O4SSeTi at a distorted geometry (wB97M-V/def2-TZVPD).

Properties
Charge: +2
Energy above the lowest of the compared OMol25 structures with the same formula, charge and spin in kJ/mol: 0.0
Total energy in eV: -284343.059
F_max in eV/A: 1.5
Lowest unoccupied orbital energy (spin up / spin down) in eV: -5.97 / -6.17
HOMO (spin up / spin down) in eV: -13.21 / -13.30
Spin multiplicity: 2

Positions of all 67 atoms, in Å:
Ti1 0.503 -0.161 0.910
O1 2.292 0.621 4.701
C1 1.538 0.369 3.669
O2 1.936 0.345 2.505
C2 0.110 0.071 3.947
C3 -0.485 -0.161 5.169
C4 -1.826 -0.550 5.161
C5 -2.498 -0.704 3.958
C6 -1.811 -0.440 2.781
N1 -0.548 -0.051 2.796
C7 -2.328 -0.625 1.372
O3 -3.428 -1.047 1.132
O4 -1.415 -0.279 0.491
H1 3.214 0.766 4.424
H2 0.070 -0.054 6.090
H3 -2.330 -0.746 6.098
H4 -3.530 -1.025 3.909
Br1 6.577 1.380 -1.841
C8 4.908 0.879 -1.181
C9 4.664 -0.428 -0.791
C10 3.417 -0.736 -0.285
N2 2.431 0.158 -0.180
C11 2.666 1.421 -0.576
C12 3.894 1.823 -1.066
C13 1.529 2.368 -0.441
C14 1.523 3.612 -1.046
C15 0.426 4.442 -0.859
Br2 0.380 6.123 -1.662
C16 -0.635 4.007 -0.077
C17 -0.559 2.744 0.471
N3 0.491 1.935 0.296
H5 5.426 -1.189 -0.862
H6 3.181 -1.729 0.069
H7 4.081 2.848 -1.346
H8 2.342 3.939 -1.668
H9 -1.504 4.626 0.092
H10 -1.372 2.350 1.066
C18 -1.910 -3.703 -3.980
N4 -0.892 -3.028 -3.181
C19 -0.990 -2.021 -2.307
S1 0.507 -1.432 -1.659
N5 -2.133 -1.444 -1.968
C20 -3.514 -1.758 -2.325
H11 -1.460 -4.611 -4.374
H12 -2.244 -3.094 -4.820
H13 -2.764 -3.992 -3.375
H14 0.065 -3.248 -3.405
H15 -2.022 -0.829 -1.172
H16 -3.633 -1.870 -3.398
H17 -4.121 -0.914 -2.011
H18 -3.876 -2.646 -1.807
C21 2.685 -4.367 -0.525
N6 1.277 -4.642 -0.276
C22 0.555 -5.632 -0.906
C23 -0.701 -5.576 -0.416
N7 -0.729 -4.552 0.505
C24 -1.904 -4.185 1.287
C25 0.486 -3.984 0.585
Se1 1.018 -2.661 1.800
H19 3.118 -5.232 -1.021
H20 3.193 -4.202 0.422
H21 2.771 -3.492 -1.168
H22 1.005 -6.293 -1.626
H23 -1.568 -6.176 -0.624
H24 -2.604 -5.015 1.250
H25 -2.373 -3.296 0.873
H26 -1.606 -4.007 2.318

Entry from the OMol25 dataset: a molecular structure, C25H26Br4FeNO2 at a distorted geometry (wB97M-V/def2-TZVPD).

Properties
Charge: -1
Energy above the lowest of the compared OMol25 structures with the same formula, charge and spin in kJ/mol: 51.9
Total energy in eV: -346491.058
F_max in eV/A: 2.2
Lowest unoccupied orbital energy (spin up / spin down) in eV: 2.58 / 2.57
HOMO (spin up / spin down) in eV: -4.06 / -4.17
Spin multiplicity: 5

Positions of all 59 atoms, in Å:
Fe1 -2.170 0.310 0.012
C1 3.477 -2.536 0.059
C2 4.079 -1.355 -0.644
C3 5.343 -0.868 0.172
C4 3.081 -0.205 -0.849
C5 2.822 0.237 -2.126
C6 1.858 1.170 -2.385
C7 1.155 1.742 -1.312
C8 0.192 2.880 -1.491
C9 1.450 1.313 -0.026
C10 2.362 0.330 0.221
H1 4.174 -3.377 0.135
H2 2.608 -2.981 -0.410
H3 3.168 -2.241 1.087
H4 4.361 -1.638 -1.667
H5 5.113 -0.738 1.208
H6 5.734 0.090 -0.188
H7 6.120 -1.623 0.105
H8 3.269 -0.251 -2.982
H9 1.611 1.418 -3.410
H10 0.103 3.224 -2.489
H11 0.578 3.763 -0.916
H12 -0.790 2.642 -1.164
H13 0.837 1.657 0.830
H14 2.434 -0.166 1.152
Br1 -4.031 6.600 2.523
C11 -3.206 4.955 2.234
C12 -2.093 4.567 3.046
Br2 -1.430 5.694 4.389
C13 -1.571 3.289 2.862
Br3 -0.112 2.664 3.951
C14 -2.046 2.424 1.879
O1 -1.567 1.231 1.706
C15 -3.157 2.776 1.006
O2 -3.465 1.945 0.059
C16 -3.746 4.019 1.300
Br4 -5.130 4.437 0.071
C17 -3.276 -2.471 0.412
N1 -2.233 -1.636 1.089
C18 -2.406 -1.638 2.539
C19 -0.878 -2.070 0.776
C20 -0.730 -2.061 -0.764
C21 -0.074 -3.106 -1.406
C22 0.088 -3.167 -2.753
C23 -0.385 -2.092 -3.479
C24 -1.013 -1.007 -2.847
C25 -1.295 -0.983 -1.472
H15 -3.172 -3.518 0.680
H16 -3.201 -2.413 -0.659
H17 -4.213 -1.989 0.751
H18 -2.443 -2.716 2.885
H19 -3.250 -1.053 2.835
H20 -1.543 -1.156 3.045
H21 -0.711 -3.032 1.288
H22 -0.197 -1.281 1.215
H23 0.352 -3.906 -0.842
H24 0.558 -3.927 -3.284
H25 -0.047 -1.958 -4.488
H26 -1.347 -0.218 -3.473

Entry from the OMol25 dataset: a molecular structure, C25H26BrClN2O5Re at a distorted geometry (wB97M-V/def2-TZVPD).

Properties
Charge: +2
Total energy in eV: -124240.190
F_max in eV/A: 3.0
Lowest unoccupied orbital energy (spin up / spin down) in eV: -9.58 / -9.63
HOMO (spin up / spin down) in eV: -15.15 / -15.06
Spin multiplicity: 2

Positions of all 61 atoms, in Å:
Re1 -0.552 -0.014 -0.488
O1 2.251 -4.295 -3.288
C1 1.014 -4.622 -3.096
O2 0.511 -5.647 -3.468
C2 0.134 -3.646 -2.334
C3 -1.200 -3.920 -1.964
Cl1 -1.992 -5.349 -2.334
N1 -1.679 -2.838 -1.273
N2 -0.700 -1.897 -1.195
C4 0.389 -2.377 -1.839
C5 1.554 -1.422 -1.909
O3 2.590 -1.741 -2.433
O4 1.280 -0.284 -1.356
C6 -2.946 -2.599 -0.680
C7 -3.186 -1.388 -0.026
C8 -4.369 -1.125 0.628
C9 -5.380 -2.075 0.618
C10 -5.183 -3.260 -0.068
C11 -3.983 -3.532 -0.704
H1 2.562 -3.401 -2.996
H2 -2.430 -0.558 -0.013
H3 -4.510 -0.188 1.141
H4 -6.306 -1.879 1.133
H5 -5.974 -3.992 -0.106
H6 -3.861 -4.469 -1.215
C12 -1.416 5.058 5.314
C13 -2.602 4.685 4.405
C14 -3.392 5.948 4.070
C15 -3.516 3.726 5.202
C16 -2.115 3.953 3.190
C17 -1.394 2.750 3.346
C18 -1.041 2.041 2.241
Br1 -0.213 0.294 2.340
C19 -1.287 2.491 0.907
O5 -0.872 1.755 -0.066
C20 -2.021 3.707 0.747
C21 -2.406 4.379 1.895
C22 -2.409 4.252 -0.612
C23 -3.946 4.368 -0.683
C24 -1.770 5.650 -0.738
C25 -1.932 3.402 -1.789
H7 -1.799 5.603 6.173
H8 -0.712 5.696 4.783
H9 -0.888 4.179 5.674
H10 -3.709 6.426 4.992
H11 -4.287 5.714 3.498
H12 -2.784 6.662 3.520
H13 -3.831 4.226 6.114
H14 -3.000 2.809 5.476
H15 -4.399 3.473 4.620
H16 -1.146 2.381 4.329
H17 -2.969 5.290 1.778
H18 -4.339 5.049 0.065
H19 -4.415 3.396 -0.546
H20 -4.233 4.750 -1.659
H21 -2.148 6.334 0.016
H22 -1.996 6.067 -1.715
H23 -0.689 5.580 -0.636
H24 -2.346 2.388 -1.761
H25 -0.845 3.356 -1.835
H26 -2.272 3.859 -2.718

Entry from the OMol25 dataset: C25H26N2O5 in the gas phase (wB97M-V/def2-TZVPD).

Properties
Energy above the lowest of the compared OMol25 structures with the same formula, charge and spin in kJ/mol: 127.2
Structure (SMILES): O=C(COc1ccc2c3c(c(=O)oc2c1)CCC3)Nc1ccc(CN2CCOCC2)cc1
Total energy in eV: -39565.122
F_max in eV/A: 0.9
Lowest unoccupied orbital energy in eV: 0.21
HOMO in eV: -8.14
Spin multiplicity: 1

Positions of all 58 atoms, in Å:
O1 4.443 0.150 -1.443
C1 4.105 -0.321 -0.382
N1 3.216 -1.329 -0.199
C2 2.200 -1.749 -1.065
C3 1.159 -2.498 -0.522
C4 0.075 -2.847 -1.303
C5 -0.002 -2.449 -2.634
C6 1.071 -1.753 -3.178
C7 2.168 -1.404 -2.411
H1 2.984 -0.847 -2.840
H2 1.048 -1.468 -4.220
C8 -1.252 -2.706 -3.441
N2 -2.284 -1.686 -3.370
C9 -2.978 -1.514 -2.110
C10 -2.335 -0.470 -1.186
H3 -2.979 -0.273 -0.327
O2 -2.180 0.767 -1.854
C11 -1.379 0.613 -3.009
C12 -2.002 -0.402 -3.978
H4 -1.351 -0.541 -4.841
H5 -2.961 0.005 -4.324
H6 -1.327 1.600 -3.473
H7 -0.368 0.298 -2.713
H8 -1.354 -0.816 -0.828
H9 -3.047 -2.474 -1.596
H10 -3.993 -1.173 -2.349
H11 -1.715 -3.641 -3.111
H12 -0.990 -2.812 -4.498
H13 -0.729 -3.421 -0.867
H14 1.191 -2.788 0.519
H15 3.095 -1.640 0.758
C13 4.653 0.204 0.956
O3 3.714 0.084 2.004
C14 2.473 0.634 1.827
C15 1.500 0.221 2.729
C16 0.196 0.682 2.608
C17 -0.149 1.578 1.577
C18 0.848 1.985 0.687
C19 2.139 1.525 0.802
H16 2.879 1.855 0.091
H17 0.590 2.665 -0.109
C20 -1.514 1.998 1.536
C21 -2.407 1.511 2.430
C22 -2.044 0.569 3.461
O4 -2.780 0.073 4.278
O5 -0.709 0.217 3.496
C23 -3.784 2.051 2.196
H18 -4.255 2.374 3.124
H19 -4.416 1.272 1.762
C24 -3.542 3.207 1.208
H20 -4.326 3.269 0.457
H21 -3.518 4.152 1.752
C25 -2.164 2.940 0.574
H22 -1.587 3.854 0.437
H23 -2.256 2.447 -0.397
H24 1.755 -0.464 3.520
H25 4.988 1.238 0.817
H26 5.512 -0.399 1.266

Entry from the OMol25 dataset: C25H26N2O6S in the gas phase (wB97M-V/def2-TZVPD).

Properties
Energy above the lowest of the compared OMol25 structures with the same formula, charge and spin in kJ/mol: 110.1
Structure (SMILES): COc1cc([C@H]2CC(=O)N(CC(=O)NCc3ccco3)c3ccccc3S2)cc(OC)c1OC
Total energy in eV: -52446.748
F_max in eV/A: 0.9
Lowest unoccupied orbital energy in eV: 0.61
HOMO in eV: -8.23
Spin multiplicity: 1

Positions of all 60 atoms, in Å:
C1 2.341 1.667 2.359
H1 3.063 2.417 2.678
O1 3.066 0.770 1.551
C2 2.396 -0.250 0.941
C3 1.047 -0.498 1.138
C4 0.423 -1.543 0.472
C5 1.166 -2.330 -0.389
C6 2.526 -2.102 -0.603
C7 3.159 -1.055 0.073
O2 4.496 -0.766 -0.149
C8 5.348 -0.895 0.971
H2 5.105 -0.169 1.749
H3 6.354 -0.708 0.598
H4 5.296 -1.906 1.391
O3 3.086 -2.969 -1.487
C9 4.432 -2.850 -1.888
H5 4.559 -3.595 -2.674
H6 4.649 -1.857 -2.285
H7 5.121 -3.072 -1.069
H8 0.709 -3.140 -0.933
C10 -1.049 -1.827 0.587
C11 -1.793 -1.222 1.780
C12 -2.074 0.258 1.599
O4 -1.349 1.126 2.065
N1 -3.190 0.575 0.908
C13 -4.027 -0.382 0.288
C14 -5.388 -0.396 0.566
C15 -6.221 -1.297 -0.074
C16 -5.703 -2.189 -0.997
C17 -4.347 -2.190 -1.273
C18 -3.508 -1.294 -0.631
S1 -1.776 -1.251 -1.031
H9 -3.927 -2.874 -1.994
H10 -6.354 -2.886 -1.503
H11 -7.277 -1.297 0.148
H12 -5.788 0.304 1.284
C19 -3.425 1.970 0.566
H13 -4.494 2.152 0.462
H14 -3.005 2.593 1.359
C20 -2.736 2.280 -0.777
O5 -3.354 2.598 -1.769
N2 -1.403 2.126 -0.720
H15 -0.969 1.861 0.152
C21 -0.556 2.151 -1.899
C22 0.850 2.459 -1.520
C23 1.410 3.531 -0.888
C24 2.790 3.240 -0.762
C25 2.966 2.015 -1.325
O6 1.799 1.533 -1.780
H16 3.833 1.397 -1.441
H17 3.541 3.859 -0.316
H18 0.902 4.415 -0.559
H19 -0.970 2.899 -2.584
H20 -0.577 1.173 -2.396
H21 -1.179 -1.349 2.674
H22 -2.736 -1.755 1.924
H23 -1.200 -2.912 0.592
H24 0.486 0.136 1.800
H25 1.537 2.154 1.802
H26 1.921 1.169 3.239

Entry from the OMol25 dataset: C25H26N4O3S in the gas phase at a distorted geometry (wB97M-V/def2-TZVPD).

Properties
Energy above the lowest of the compared OMol25 structures with the same formula, charge and spin in kJ/mol: 100.4
Structure (SMILES): Cc1c(-n2c(SCC(=O)C(C)(C)C)nc3ccccc3c2=O)c(=O)n(-c2ccccc2)n1C
Total energy in eV: -49285.856
F_max in eV/A: 1.1
Lowest unoccupied orbital energy in eV: 0.45
HOMO in eV: -8.15
Spin multiplicity: 1

Positions of all 59 atoms, in Å:
C1 -0.815 -2.135 -2.934
C2 -1.298 -1.617 -1.632
C3 -0.617 -1.437 -0.463
N1 0.705 -1.824 -0.172
C4 1.613 -0.875 0.197
N2 2.805 -1.111 0.607
C5 3.214 -2.413 0.691
C6 4.504 -2.694 1.156
C7 4.934 -3.998 1.234
C8 4.100 -5.049 0.855
C9 2.829 -4.790 0.396
C10 2.372 -3.473 0.308
C11 1.023 -3.192 -0.161
O1 0.208 -4.012 -0.530
H1 2.160 -5.583 0.097
H2 4.455 -6.067 0.923
H3 5.930 -4.212 1.593
H4 5.138 -1.871 1.445
S1 1.057 0.777 0.010
C12 2.512 1.684 0.644
C13 2.794 2.843 -0.289
O2 3.518 2.700 -1.241
C14 2.129 4.175 0.048
C15 2.857 4.759 1.268
H5 3.922 4.850 1.067
H6 2.723 4.136 2.149
H7 2.462 5.748 1.487
C16 0.642 3.988 0.357
H8 0.482 3.374 1.239
H9 0.135 3.518 -0.482
H10 0.185 4.960 0.535
C17 2.293 5.124 -1.141
H11 3.345 5.243 -1.387
H12 1.786 4.724 -2.015
H13 1.873 6.100 -0.907
H14 3.326 0.958 0.621
H15 2.289 1.992 1.663
C18 -1.515 -0.871 0.526
O3 -1.343 -0.588 1.693
N3 -2.710 -0.706 -0.174
C19 -3.954 -0.486 0.434
C20 -4.074 0.552 1.353
C21 -5.286 0.772 1.979
C22 -6.383 -0.021 1.684
C23 -6.259 -1.058 0.774
C24 -5.047 -1.301 0.154
H16 -4.941 -2.133 -0.527
H17 -7.106 -1.690 0.554
H18 -7.330 0.160 2.169
H19 -5.376 1.573 2.697
H20 -3.212 1.156 1.580
N4 -2.594 -1.237 -1.453
C25 -3.430 -0.744 -2.518
H21 -3.624 -1.551 -3.225
H22 -4.375 -0.402 -2.103
H23 -2.956 0.089 -3.046
H24 -0.944 -1.391 -3.719
H25 0.237 -2.393 -2.858
H26 -1.368 -3.032 -3.209

Entry from the OMol25 dataset: a molecular structure, C25H27AsCl2Pr at a distorted geometry (wB97M-V/def2-TZVPD).

Properties
Charge: -1
Total energy in eV: -126311.069
F_max in eV/A: 9.1
Lowest unoccupied orbital energy (spin up / spin down) in eV: 2.63 / 2.63
HOMO (spin up / spin down) in eV: -2.17 / -2.34
Spin multiplicity: 3

Positions of all 56 atoms, in Å:
Pr1 0.000 0.000 0.000
Cl1 0.373 -2.137 -0.755
Cl2 1.181 1.946 0.280
C1 2.701 -0.414 -1.918
H1 3.146 0.145 -1.100
H2 3.221 -1.316 -2.236
C2 -1.611 0.493 -0.683
C3 1.570 -0.019 -2.505
H3 -2.553 0.532 -0.115
C4 0.892 -0.733 -3.635
H4 1.072 0.886 -2.156
C5 -0.382 -0.019 -4.118
H5 1.589 -0.854 -4.475
H6 0.607 -1.737 -3.288
C6 -1.574 -0.173 -3.162
H7 -0.165 1.047 -4.264
H8 -0.660 -0.422 -5.100
C7 -1.711 0.950 -2.109
H9 -2.502 -0.190 -3.746
H10 -1.510 -1.142 -2.647
H11 -0.979 1.743 -2.315
H12 -2.705 1.413 -2.224
C8 2.654 2.940 5.832
C9 3.285 2.103 4.908
C10 2.520 1.269 4.092
C11 1.122 1.261 4.194
C12 0.490 2.098 5.125
C13 1.259 2.935 5.942
As1 0.148 0.121 2.944
C14 0.982 -1.553 3.502
C15 1.651 -2.367 2.582
C16 2.242 -3.564 3.000
C17 2.168 -3.949 4.342
C18 1.506 -3.136 5.266
C19 0.914 -1.940 4.848
C20 -1.695 0.660 3.243
C21 -2.575 -0.204 3.906
C22 -3.904 0.176 4.115
C23 -4.356 1.419 3.658
C24 -3.477 2.282 2.994
C25 -2.148 1.903 2.786
H13 3.248 3.594 6.458
H14 4.363 2.108 4.817
H15 3.018 0.634 3.369
H16 -0.586 2.117 5.214
H17 0.775 3.590 6.654
H18 1.723 -2.070 1.550
H19 2.759 -4.191 2.286
H20 2.626 -4.875 4.666
H21 1.450 -3.432 6.306
H22 0.402 -1.316 5.568
H23 -2.230 -1.168 4.258
H24 -4.584 -0.492 4.627
H25 -5.385 1.712 3.819
H26 -3.828 3.243 2.640
H27 -1.472 2.572 2.270

Entry from the OMol25 dataset: a molecular structure, C25H27AsN2S4V (wB97M-V/def2-TZVPD).

Properties
Charge: +1
Energy above the lowest of the compared OMol25 structures with the same formula, charge and spin in kJ/mol: 10.1
Total energy in eV: -159205.592
F_max in eV/A: 0.3
Lowest unoccupied orbital energy (spin up / spin down) in eV: -3.16 / -3.14
HOMO (spin up / spin down) in eV: -10.15 / -10.14
Spin multiplicity: 3

Positions of all 60 atoms, in Å:
V1 0.157 0.262 0.266
S1 2.188 0.198 -0.797
C1 2.927 1.809 -0.966
C2 4.276 1.906 -1.285
C3 4.863 3.157 -1.397
C4 4.118 4.311 -1.197
C5 2.768 4.215 -0.891
C6 2.174 2.966 -0.778
As1 0.308 2.662 -0.436
C7 -0.332 4.222 0.499
C8 -0.295 4.259 1.889
C9 -0.716 5.395 2.562
C10 -1.176 6.496 1.853
C11 -1.212 6.463 0.466
C12 -0.791 5.329 -0.212
C13 -0.481 2.808 -2.203
C14 0.306 2.723 -3.347
C15 -0.288 2.774 -4.602
C16 -1.663 2.913 -4.718
C17 -2.448 3.002 -3.576
C18 -1.861 2.946 -2.322
H1 4.864 1.011 -1.438
H2 5.916 3.230 -1.638
H3 4.587 5.282 -1.280
H4 2.179 5.111 -0.736
H5 0.053 3.402 2.453
H6 -0.689 5.418 3.643
H7 -1.510 7.379 2.382
H8 -1.570 7.319 -0.090
H9 -0.829 5.310 -1.295
H10 1.382 2.624 -3.273
H11 0.329 2.712 -5.488
H12 -2.123 2.961 -5.696
H13 -3.520 3.120 -3.660
H14 -2.483 3.021 -1.437
S2 -3.109 0.116 3.030
C19 -1.904 0.405 1.977
S3 -2.187 0.427 0.218
S4 -0.224 0.604 2.514
C20 -0.285 -4.049 -1.154
C21 -0.194 -2.512 -1.078
N1 0.104 -2.076 0.298
C22 -0.969 -2.550 1.201
C23 -1.058 -4.088 1.179
N2 -0.021 -4.593 0.219
C24 1.345 -4.189 0.687
C25 1.389 -2.648 0.739
H15 0.458 -4.481 -1.823
H16 -1.272 -4.397 -1.452
H17 -1.135 -2.051 -1.377
H18 0.596 -2.142 -1.734
H19 -1.908 -2.107 0.874
H20 -0.759 -2.181 2.204
H21 -2.024 -4.446 0.828
H22 -0.847 -4.538 2.148
H23 -0.068 -5.610 0.185
H24 2.064 -4.605 -0.017
H25 1.502 -4.648 1.661
H26 2.181 -2.268 0.096
H27 1.587 -2.295 1.750